Entry 1:
# C9H21O2P

A 2-piece molecular cluster, C9H21O2P overall (the ωB97M-V functional and the def2-TZVPD basis, OMol25).

```
! wB97M-V def2-TZVPD RIJCOSX def2/J DEFGRID3
* xyz 0 1
C 1.784 -1.101 -0.288
C 2.743 2.984 0.061
C -0.015 -2.964 2.175
C -1.945 -0.765 -2.236
C -2.889 0.914 -0.520
C -0.896 1.501 -1.983
C 2.245 1.715 0.778
C 0.490 -1.496 2.406
C -1.669 0.455 -1.398
O 0.936 1.386 0.424
O -0.190 -0.675 1.491
P 0.442 -0.163 0.128
H 1.532 -2.209 -0.307
H 2.156 -0.880 -1.352
H 3.568 3.302 0.691
H 3.165 2.904 -0.966
H 1.813 3.699 0.013
H -1.056 -2.909 2.400
H 0.040 -3.323 1.120
H 0.291 -3.677 2.944
H -1.041 -1.248 -2.402
H -2.714 -1.497 -2.012
H -2.235 -0.420 -3.323
H -3.360 1.638 -1.276
H -2.674 1.423 0.435
H -3.517 0.040 -0.393
H 0.087 0.911 -2.367
H -1.163 2.172 -2.801
H -0.649 2.158 -1.183
H 2.208 1.912 1.883
H 2.882 0.915 0.685
H 1.567 -1.299 2.263
H 0.365 -1.384 3.440
*
```

LUMO energy (spin up / spin down): 0.3 / 0.3 eV
HOMO-LUMO gap (spin up / spin down): 0.267 / 0.267 Ha
ΔE to the lowest compared entry with this formula, charge and spin: 331.5 kJ/mol


Entry 2:
# C4H6F3N

C4H6F3N in the gas phase (the ωB97M-V functional and the def2-TZVPD basis, OMol25).

```
! wB97M-V def2-TZVPD RIJCOSX def2/J DEFGRID3
* xyz 0 1
C -2.155 0.437 -0.540
C -0.850 -0.221 -0.516
C -0.168 -0.312 0.684
C 1.276 -0.706 0.662
F 1.529 -1.479 -0.473
N 2.221 0.443 0.643
F 3.339 -0.026 0.037
F 1.797 1.429 -0.288
H -3.038 -0.099 -1.110
H -2.026 1.260 -1.170
H -2.475 1.036 0.433
H -0.387 -0.632 -1.359
H -0.656 0.156 1.501
H 1.594 -1.285 1.495
*
```

LUMO energy: 0.9 eV
SMILES: C/C=C/[C@@H](F)N(F)F
HOMO-LUMO gap: 0.398 Ha
ΔE to the lowest compared entry with this formula, charge and spin: 426.9 kJ/mol


Entry 3:
# C15H31NO19Tl

C15H31NO19Tl as an isolated structure (the ωB97M-V functional and the def2-TZVPD basis, OMol25).

```
! wB97M-V def2-TZVPD RIJCOSX def2/J DEFGRID3
* xyz 1 1
Tl -0.417 -0.204 0.900
N -0.199 -3.591 3.315
O -0.177 -2.577 2.644
O -0.024 -4.706 2.790
O -0.289 -3.494 4.511
O -1.780 2.215 0.780
H -2.085 3.141 0.845
C -1.255 3.125 -2.301
O -0.259 2.681 -3.164
C 0.384 1.561 -2.831
O 0.279 0.816 -1.823
O 1.214 1.339 -3.891
C 1.974 0.131 -4.196
H -0.981 3.413 -1.286
H -2.112 2.453 -2.242
H -1.617 4.074 -2.696
H 2.754 -0.027 -3.452
H 2.421 0.240 -5.184
H 1.381 -0.760 -4.402
C 4.493 1.602 4.022
O 3.264 1.337 3.412
C 2.847 0.006 3.164
O 1.734 -0.258 2.825
O 3.889 -0.800 3.300
C 3.831 -2.184 2.940
H 5.308 1.317 3.357
H 4.697 1.086 4.960
H 4.560 2.671 4.223
H 2.782 -2.440 2.788
H 4.154 -2.879 3.715
H 4.358 -2.350 2.001
C -1.990 -1.154 -3.575
O -3.035 -0.167 -3.354
C -3.294 0.177 -2.067
O -2.606 -0.174 -1.076
O -4.374 1.027 -2.074
C -4.844 1.488 -0.735
H -2.437 -2.086 -3.921
H -1.277 -1.397 -2.788
H -1.353 -0.789 -4.381
H -4.827 0.679 -0.004
H -5.886 1.744 -0.929
H -4.275 2.379 -0.472
C -5.048 -2.517 0.441
O -4.227 -3.422 -0.301
C -2.897 -3.382 -0.191
O -2.178 -2.521 0.338
O -2.413 -4.487 -0.895
C -1.065 -4.770 -1.018
H -5.576 -1.947 -0.324
H -4.485 -1.905 1.145
H -5.807 -3.104 0.958
H -0.557 -4.579 -0.072
H -0.627 -4.108 -1.765
H -0.843 -5.779 -1.364
C 1.394 4.192 2.379
O 2.558 3.862 1.532
C 2.456 2.812 0.731
O 1.575 1.989 0.725
O 3.626 2.723 -0.037
C 3.871 1.457 -0.728
H 1.192 3.518 3.212
H 0.551 4.289 1.695
H 1.417 5.230 2.710
H 3.974 0.583 -0.085
H 4.885 1.632 -1.089
H 3.291 1.571 -1.644
*
```

LUMO energy: -9.5 eV
HOMO-LUMO gap: 0.094 Ha


Entry 4:
# C24H31N3O2

C24H31N3O2 as an isolated structure (the ωB97M-V functional and the def2-TZVPD basis, OMol25).

```
! wB97M-V def2-TZVPD RIJCOSX def2/J DEFGRID3
* xyz 0 1
C 7.692 1.172 -1.768
C 8.097 0.725 -0.425
O 7.415 -0.353 -0.082
C 5.987 -0.422 0.233
C 5.356 -1.797 0.374
C 3.944 -1.777 0.928
C 3.138 -0.666 1.143
C 3.807 0.702 0.585
C 5.109 0.791 0.255
H 5.625 1.692 0.145
H 3.174 1.779 0.791
C 1.670 -0.497 1.265
N 0.990 -0.018 0.309
C 0.952 -0.343 -0.865
C -0.082 -1.600 -1.170
N -1.454 -1.170 -0.485
C -1.278 -0.891 0.833
H -0.980 -1.601 1.505
C -0.270 0.588 0.830
C -0.950 1.722 0.217
H -1.290 1.327 -0.974
H -0.223 2.486 0.118
C -2.102 2.488 0.840
O -2.730 3.416 0.135
H -1.994 4.192 -0.488
H -1.689 2.829 1.732
H -2.898 1.487 0.981
H -0.259 0.934 1.916
H -2.392 -0.500 1.241
C -2.391 -2.163 -0.778
C -3.756 -1.430 -0.603
C -4.890 -2.118 -0.073
C -5.837 -1.050 0.120
C -7.194 -1.173 0.570
C -7.906 0.068 0.490
C -7.263 1.476 -0.055
C -5.993 1.265 -0.763
C -5.312 0.088 -0.230
N -4.063 -0.199 -0.879
H -3.495 0.515 -1.215
H -5.491 2.061 -0.868
H -8.026 2.254 0.092
H -8.983 0.148 0.892
H -7.665 -2.060 1.073
H -5.046 -3.034 0.352
H -2.214 -2.472 -1.920
H -2.204 -3.150 -0.205
H 0.402 -2.603 -0.418
H -0.099 -1.793 -2.195
H 0.533 0.421 -1.564
H 1.961 -0.734 -1.196
H 1.680 -0.079 2.298
H 1.651 -1.584 1.364
H 3.621 -2.738 1.177
H 6.052 -2.578 0.569
H 9.044 0.565 -0.123
H 7.709 1.483 0.218
H 8.153 2.055 -2.047
H 7.920 0.466 -2.521
H 6.734 1.398 -1.680
*
```

LUMO energy: 0.3 eV
HOMO-LUMO gap: 0.282 Ha
ΔE to the lowest compared entry with this formula, charge and spin: 1818.1 kJ/mol


Entry 5:
# C6H6N2O2

A 2-piece molecular cluster, C6H6N2O2 overall (the ωB97M-V functional and the def2-TZVPD basis, OMol25).

```
! wB97M-V def2-TZVPD RIJCOSX def2/J DEFGRID3
* xyz 0 1
C 1.696 0.050 1.696
C 1.216 -0.334 0.409
C 0.614 0.468 2.406
C -0.166 -0.255 0.590
C -0.773 -1.499 -1.357
C -1.134 -0.469 -0.465
N -1.101 1.244 -2.623
N -0.321 0.991 -1.823
O 0.330 -1.934 -1.524
O -0.470 0.312 1.775
H 2.723 0.214 1.916
H 1.802 -0.659 -0.377
H 0.534 0.944 3.341
H -1.704 -1.801 -1.959
H -2.116 -0.080 -0.461
H -0.836 1.866 -3.482
*
```

LUMO energy (spin up / spin down): -0.2 / -0.8 eV
HOMO-LUMO gap (spin up / spin down): 0.271 / 0.264 Ha
ΔE to the lowest compared entry with this formula, charge and spin: 498.3 kJ/mol


Entry 6:
# C5H4N2O

C5H4N2O in the gas phase (the ωB97M-V functional and the def2-TZVPD basis, OMol25).

```
! wB97M-V def2-TZVPD RIJCOSX def2/J DEFGRID3
* xyz 0 1
C 2.113 -0.119 -0.141
N 1.374 -1.111 0.103
C -0.023 -0.833 0.140
C -1.352 -1.125 0.019
N -2.024 0.072 -0.198
C -1.227 1.145 0.010
C 0.044 0.607 -0.053
O 1.368 1.111 0.044
H 3.176 0.110 -0.184
H -1.981 -1.964 -0.201
H -3.116 0.137 0.397
H -1.808 2.058 0.451
*
```

LUMO energy: 0.5 eV
SMILES: c1nc2c[nH]cc2o1
HOMO-LUMO gap: 0.323 Ha
ΔE to the lowest compared entry with this formula, charge and spin: 300.2 kJ/mol


Entry 7:
# C35H55ClMnN7O4

C35H55ClMnN7O4 as an isolated structure (the ωB97M-V functional and the def2-TZVPD basis, OMol25).

```
! wB97M-V def2-TZVPD RIJCOSX def2/J DEFGRID3
* xyz 1 2
Mn 1.783 1.086 0.218
C 4.420 0.525 -2.214
C 4.260 2.006 -1.817
N 3.558 2.231 -0.548
C 3.405 3.665 -0.279
C 2.641 3.868 1.017
N 1.455 3.003 1.077
C 0.161 3.570 0.671
C 0.022 3.957 -0.797
C 0.471 2.955 -1.871
N 0.574 1.537 -1.470
C 1.127 0.772 -2.619
C 1.607 -0.607 -2.203
N 2.454 -0.511 -0.994
C 3.910 -0.532 -1.242
H 5.481 0.312 -2.350
H 3.970 0.361 -3.195
H 3.698 2.537 -2.589
H 5.243 2.489 -1.788
H 4.078 1.805 0.220
H 2.877 4.116 -1.120
H 4.374 4.174 -0.213
H 2.387 4.924 1.150
H 3.285 3.578 1.849
H 1.341 2.702 2.037
H -0.077 4.458 1.270
H -0.576 2.806 0.925
H 0.559 4.890 -0.982
H -1.033 4.200 -0.940
H 1.467 3.225 -2.218
H -0.185 3.048 -2.743
H -0.351 1.161 -1.274
H 1.957 1.358 -3.012
H 0.390 0.679 -3.421
H 2.144 -1.076 -3.034
H 0.747 -1.232 -1.981
H 2.253 -1.307 -0.397
H 4.195 -1.509 -1.648
H 4.387 -0.428 -0.267
C 6.990 -0.023 4.650
O 5.796 -0.157 5.406
C 4.620 -0.028 4.766
C 3.478 -0.184 5.585
C 2.249 -0.073 5.016
C 2.061 0.204 3.636
C 0.727 0.341 3.119
C -0.458 0.034 4.006
O 0.463 0.735 1.966
C 3.219 0.357 2.812
O 3.187 0.579 1.539
C 4.493 0.233 3.421
H 7.805 -0.163 5.353
H 7.059 0.971 4.203
H 7.046 -0.783 3.868
H 3.610 -0.386 6.638
H 1.382 -0.191 5.650
H -0.354 -0.931 4.499
H -1.356 0.038 3.394
H -0.564 0.794 4.783
H 5.352 0.341 2.775
C -6.557 -1.334 1.418
C -5.816 -1.298 0.073
C -5.253 0.119 -0.103
C -6.841 -1.546 -1.040
C -4.716 -2.412 0.046
O -5.313 -3.658 0.429
C -4.055 -2.679 -1.323
C -3.424 -1.521 -2.100
C -2.336 -1.874 -3.098
C -2.024 -0.938 -4.084
C -0.997 -1.145 -4.990
C -0.259 -2.315 -4.913
Cl 1.059 -2.572 -6.015
C -0.562 -3.278 -3.968
C -1.596 -3.052 -3.067
C -3.667 -2.205 1.178
N -2.295 -1.990 0.747
C -1.633 -0.847 0.547
N -0.419 -1.083 0.086
C -0.392 -2.441 0.035
N -1.501 -3.030 0.416
H -7.402 -0.646 1.379
H -5.926 -1.014 2.249
H -6.933 -2.329 1.645
H -6.049 0.839 0.093
H -4.887 0.312 -1.109
H -4.452 0.339 0.607
H -7.603 -0.766 -1.014
H -7.364 -2.497 -0.913
H -6.390 -1.531 -2.033
H -5.971 -3.903 -0.231
H -4.812 -3.151 -1.954
H -3.318 -3.454 -1.127
H -2.997 -0.789 -1.413
H -4.201 -0.979 -2.644
H -2.607 -0.025 -4.151
H -0.774 -0.414 -5.756
H 0.004 -4.198 -3.935
H -1.805 -3.818 -2.334
H -3.662 -3.113 1.776
H -3.926 -1.374 1.829
H -2.053 0.122 0.769
H 0.459 -3.015 -0.297
*
```

Expectation value of S²: 1.04
LUMO energy (spin up / spin down): -1.9 / -1.9 eV
HOMO-LUMO gap (spin up / spin down): 0.295 / 0.285 Ha
ΔE to the lowest compared entry with this formula, charge and spin: 65.6 kJ/mol


Entry 8:
# C2H10N2O2

A 2-piece molecular cluster, C2H10N2O2 overall (the ωB97M-V functional and the def2-TZVPD basis, OMol25).

```
! wB97M-V def2-TZVPD RIJCOSX def2/J DEFGRID3
* xyz 0 1
N -1.629 0.808 -2.178
C -1.658 0.556 -0.787
O -0.674 1.401 -0.146
H -0.732 0.519 -2.551
H -1.746 1.805 -2.315
H -2.608 0.843 -0.327
H -1.542 -0.506 -0.562
H -0.503 1.431 0.794
N 1.961 -0.964 -0.009
C 1.060 -1.439 0.968
O 0.903 -0.508 2.088
H 1.756 -0.042 -0.353
H 2.932 -1.192 0.100
H 0.088 -1.669 0.534
H 1.453 -2.298 1.505
H 0.127 0.042 1.929
*
```

LUMO energy: 0.7 eV
SMILES: NCO.NCO
HOMO-LUMO gap: 0.372 Ha
ΔE to the lowest compared entry with this formula, charge and spin: 105.2 kJ/mol


Values of electronic energy, in order: -847.1852, -510.1793, -2246.2884, -1247.2617, -492.0537, -377.5497, -3661.9729, -342.1538, all in Ha.